This record from OMol25 describes a molecular structure, C16H19F6N5O4PtS. The level of theory is ωB97M-V/def2-TZVPD.

Geometry as XYZ:
```
52
C16H19F6N5O4PtS (ωB97M-V/def2-TZVPD)
H 3.475 2.677 2.647
F 2.278 -2.830 -0.267
O -6.194 3.368 0.868
H 3.366 3.502 0.477
H -0.767 1.772 0.222
N -5.336 0.780 0.135
N 1.699 -0.115 1.953
H -7.691 -1.958 -0.963
O -8.446 2.791 0.134
S -7.302 2.440 0.941
C -6.652 0.880 0.179
C -2.669 0.828 0.000
C 5.629 -1.365 -0.954
F 4.081 -0.423 -3.163
C 4.101 -1.400 -1.000
N 1.901 2.183 -0.304
H 1.794 -1.093 2.206
H 5.971 -0.474 -1.475
H -0.551 -2.128 -1.110
H 5.947 -1.309 0.085
H 3.070 0.525 3.437
H 1.129 2.793 -0.066
C -5.616 -1.390 -0.763
C -1.299 0.873 -0.053
C -4.806 -0.346 -0.342
N -7.515 -0.062 -0.198
C 3.635 -2.675 -0.239
C 2.770 2.126 2.025
C -6.989 -1.189 -0.661
H -3.003 -2.370 -1.057
H 1.768 2.485 2.289
H 0.867 0.250 2.403
H 6.054 -2.252 -1.420
F 4.132 -2.585 -3.116
Pt 1.486 -0.173 -0.401
N -0.556 -0.172 -0.452
C 3.063 2.455 0.561
H 3.878 1.826 0.207
F 2.304 -1.527 -2.608
C -3.333 -0.343 -0.378
C 3.663 -1.502 -2.487
C 2.894 0.642 2.364
C -2.554 -1.430 -0.772
O -7.589 1.945 2.276
C -1.182 -1.306 -0.796
H -5.221 -2.313 -1.165
H 3.743 0.223 1.825
O 3.559 -0.283 -0.430
H 2.142 2.347 -1.276
F 4.160 -3.812 -0.698
F 3.968 -2.566 1.061
H -3.256 1.681 0.319
```

E: -62926.216 eV
Gap between HOMO and LUMO (alpha / beta): 4.950 / 4.902 eV
LUMO level (alpha / beta): -2.35 / -2.40 eV
HOMO (alpha / beta): -7.3 / -7.3 eV
Largest force on an atom: 1.1 eV/Å
Energy above the lowest of the compared OMol25 structures with the same formula, charge and spin: 193.86 kJ/mol


This record from OMol25 describes a molecular structure, C16H19FN. The level of theory is ωB97M-V/def2-TZVPD.

Geometry as XYZ:
```
37
C16H19FN (ωB97M-V/def2-TZVPD)
F 5.053 1.730 1.460
C 1.431 2.067 1.287
H -3.034 4.057 1.217
H 1.770 -1.325 1.008
H 1.201 -2.174 -0.887
C -3.989 0.777 1.371
H -0.411 -0.852 1.097
H -5.048 2.619 1.593
H 3.090 3.465 1.437
C -1.721 2.380 0.871
H -1.215 -0.938 -1.025
H 1.331 -4.301 -2.124
H 0.524 -4.511 -3.671
C -1.556 0.968 0.981
C 3.725 1.399 1.375
H -0.341 -2.148 -3.533
H -2.629 -0.921 1.176
C -0.301 0.198 0.813
H 1.364 -1.075 -2.229
C -2.957 2.969 1.177
H -4.862 0.121 1.495
C 2.066 -0.274 1.114
C 1.049 0.708 1.102
C 2.782 2.419 1.348
N -0.238 -0.631 -0.983
H 4.171 -0.739 1.271
H -0.900 2.997 0.486
C 0.632 -1.641 -1.646
C -2.733 0.184 1.186
H -0.900 -3.100 -2.153
H 1.846 -3.359 -3.523
C 0.969 -3.762 -3.004
C -4.077 2.174 1.439
C -0.009 -2.645 -2.607
H -0.193 0.258 -1.532
C 3.417 0.049 1.238
H 0.692 2.857 1.376
```

E: -21100.353 eV
Gap between HOMO and LUMO: 8.278 eV
Total charge: +1
LUMO level: -4.40 eV
HOMO: -12.7 eV
Largest force on an atom: 2.6 eV/Å
Energy above the lowest of the compared OMol25 structures with the same formula, charge and spin: 180.61 kJ/mol


This record from OMol25 describes C16H19N3O3 in the gas phase. The level of theory is ωB97M-V/def2-TZVPD.

Geometry as XYZ:
```
41
C16H19N3O3 (ωB97M-V/def2-TZVPD)
C 4.522 -0.795 -1.500
C 1.862 -0.474 1.216
C 1.032 -1.705 1.511
H -2.863 2.257 1.211
C -1.026 1.283 -0.294
C 3.435 0.996 0.365
H 1.131 1.075 2.651
H 0.553 -1.619 2.474
O -5.550 0.039 -0.437
H -0.312 0.870 -1.016
O -4.046 -0.826 -1.783
N 2.770 1.663 1.415
C -4.262 -0.294 -0.735
H -2.477 2.196 -1.696
C -3.250 0.372 0.194
C 3.487 -1.213 -0.660
C 2.939 -0.308 0.224
C 4.913 0.525 -1.588
H -4.208 2.369 0.255
H -3.494 0.086 1.190
H 5.729 0.718 -2.112
N -1.809 0.050 0.041
H -0.465 -2.896 0.405
C 1.838 0.738 1.883
H 2.961 2.700 1.687
H 1.119 -0.828 -1.154
H 3.095 -2.220 -0.846
C -3.191 1.972 0.202
C 4.381 1.452 -0.685
C -1.364 -1.058 0.662
C -0.079 -1.833 0.353
H -0.489 1.660 0.533
H 0.913 -2.458 -1.413
H -5.584 0.490 0.388
H 4.827 2.462 -0.998
O -2.168 -1.586 1.450
H 1.589 -2.645 1.347
N 0.439 -1.568 -1.007
C -2.055 2.342 -0.691
H 4.982 -1.616 -2.179
H -1.784 3.357 -0.430
```

E: -27511.289 eV
Gap between HOMO and LUMO: 8.602 eV
LUMO level: 0.44 eV
HOMO: -8.2 eV
Largest force on an atom: 5.3 eV/Å
Energy above the lowest of the compared OMol25 structures with the same formula, charge and spin: 404.72 kJ/mol


This record from OMol25 describes C16H19N3O4S2 in the gas phase. The level of theory is ωB97M-V/def2-TZVPD.

Geometry as XYZ:
```
44
C16H19N3O4S2 (ωB97M-V/def2-TZVPD)
H -4.611 -0.673 -0.981
H -2.374 -1.118 -0.253
H 3.994 -1.373 4.586
C -2.517 0.849 -2.175
C 2.352 -0.449 3.592
C -0.582 1.710 -3.262
O 0.957 -1.571 -0.345
C 1.138 -0.670 2.947
H -0.784 0.884 -3.959
C 0.645 -1.989 2.828
N 0.459 0.124 -1.762
H -4.514 1.526 -1.990
S -1.916 0.780 1.133
H -4.891 0.524 0.295
C -4.146 0.121 -0.394
S -0.884 -1.976 2.012
C -0.716 -0.215 1.879
C -0.317 3.010 -4.001
H -3.410 2.135 -0.752
H -0.382 -0.415 -1.963
H -3.388 -1.118 1.206
H -1.178 3.278 -4.607
C 3.051 -1.531 4.085
H 2.717 0.560 3.697
C 1.319 -0.522 -0.830
N 0.343 0.288 2.395
H 0.555 2.893 -4.637
H -0.122 3.801 -3.283
H 3.119 -1.377 0.680
O -2.288 -0.268 -2.572
C 0.620 1.318 -2.380
O -1.737 1.897 -2.431
C 3.464 -0.413 0.310
H 0.967 -4.072 3.218
C 1.352 -3.070 3.323
H 3.603 0.264 1.154
C 2.560 -2.828 3.948
H 2.625 1.005 -1.042
O 1.598 2.025 -2.274
N 2.471 0.107 -0.596
C -3.694 1.251 -1.323
H 3.130 -3.657 4.340
C -3.002 -0.504 0.393
H 4.415 -0.541 -0.210
```

E: -51233.640 eV
Gap between HOMO and LUMO: 8.694 eV
LUMO level: 0.55 eV
HOMO: -8.1 eV
Largest force on an atom: 1.1 eV/Å
Energy above the lowest of the compared OMol25 structures with the same formula, charge and spin: 0.00 kJ/mol